20
Properties=species:S:1:pos:R:3:lowdin_charge:R:1 method="wB97M-V/def2-TZVPD" de_lowest_ev=1.450 e_lumo_ev=0.68 multiplicity=1 homo_lumo_gap_ha=0.341 smiles="CN=C(N)N.CC(=O)O"
C 1.056 -2.534 -1.216 0.008
C -0.204 -2.104 -1.910 -0.542
O -0.168 -0.974 -2.354 0.058
O -1.267 -2.904 -2.105 0.117
H 0.984 -2.937 -0.178 0.098
H 1.606 -1.626 -1.068 0.074
H 1.649 -3.300 -1.740 0.093
C 0.299 0.856 2.675 -0.157
C -0.072 1.683 0.504 -0.552
N 0.732 1.121 1.306 -0.001
N -1.263 2.295 0.834 0.134
N 0.247 1.786 -0.877 0.090
H -1.990 -2.290 -2.253 0.118
H -0.731 0.525 2.752 0.063
H 0.360 1.746 3.320 0.071
H -1.676 2.222 1.747 0.071
H -1.809 2.818 0.171 0.086
H 0.118 0.971 -1.450 0.034
H 0.989 2.397 -1.164 0.074
H 1.139 0.247 3.005 0.064

20
Properties=species:S:1:pos:R:3:lowdin_charge:R:1 method="wB97M-V/def2-TZVPD" de_lowest_ev=1.824 e_lumo_ev=0.61 multiplicity=1 homo_lumo_gap_ha=0.347 smiles="[H]/N=C(/N)NC.CC(=O)O"
C 2.236 -0.765 -1.903 0.012
C 1.480 0.574 -2.151 -0.512
O 1.503 1.191 -0.855 0.008
O 0.996 0.998 -3.134 0.132
H 2.825 -0.906 -2.789 0.070
H 1.449 -1.578 -1.757 0.109
H 2.865 -0.599 -1.048 0.065
C -1.936 -1.076 0.106 -0.102
C -1.070 0.373 1.829 -0.536
N -1.535 1.416 1.168 0.080
N -1.114 -0.903 1.309 -0.017
N -0.199 0.666 2.942 0.057
H -1.784 1.108 0.222 0.008
H 1.410 2.153 -0.876 0.105
H -1.092 -1.723 1.881 0.115
H -0.608 1.648 3.111 0.103
H 0.747 0.803 2.623 0.063
H -2.836 -0.485 0.111 0.075
H -2.011 -2.157 -0.039 0.088
H -1.327 -0.738 -0.750 0.077

20
Properties=species:S:1:pos:R:3:lowdin_charge:R:1 method="wB97M-V/def2-TZVPD" de_lowest_ev=2.520 e_lumo_ev=0.84 multiplicity=1 homo_lumo_gap_ha=0.361
C 1.504 -0.390 1.519 -0.068
C 0.204 -2.183 0.439 -0.473
N -0.079 -1.436 -0.607 0.157
N 0.964 -1.798 1.518 -0.003
N -0.256 -3.528 0.706 0.089
H 0.106 0.894 -0.382 0.047
H -0.640 -1.445 -1.378 0.013
H 1.609 -2.456 1.953 0.126
H -1.101 -3.768 0.953 -0.007
H 0.192 -4.309 0.197 0.096
H 2.256 -0.482 2.260 0.065
H 0.876 0.329 1.907 0.049
H 1.834 0.023 0.572 0.070
C -1.119 3.527 -1.626 -0.009
C -1.060 2.195 -0.894 -0.602
O 0.132 1.638 -0.979 0.095
O -2.073 1.608 -0.595 0.079
H -0.149 3.648 -2.174 0.083
H -1.345 4.381 -0.911 0.102
H -1.853 3.551 -2.476 0.094

20
Properties=species:S:1:pos:R:3:lowdin_charge:R:1 method="wB97M-V/def2-TZVPD" de_lowest_ev=2.003 e_lumo_ev=0.76 multiplicity=1 homo_lumo_gap_ha=0.373 smiles="C[C@@H](C(N)=O)[C@H](N)NO"
C 1.803 -1.058 0.459 -0.055
N 0.250 1.567 0.405 0.051
C 0.234 0.626 -0.686 -0.388
C 0.490 -0.839 -0.288 -0.261
H 1.172 1.626 0.835 0.089
H -0.086 2.451 0.028 0.080
H 0.930 0.933 -1.474 0.140
H 0.528 -1.433 -1.212 0.145
H 2.651 -0.708 -0.139 0.082
H 1.827 -0.530 1.418 0.075
H 1.942 -2.123 0.673 0.091
N -1.175 0.656 -1.225 -0.040
C -0.705 -1.372 0.507 -0.514
N -0.955 -0.718 1.695 0.154
O -1.455 1.984 -1.742 -0.092
O -1.236 -2.455 0.259 0.036
H -2.342 2.159 -1.369 0.101
H -1.234 0.066 -2.059 0.124
H -1.684 -1.132 2.261 0.103
H -0.955 0.301 1.656 0.076